1.
This record from OMol25 describes C28H38N4S as an isolated structure. The level of theory is ωB97M-V with the def2-TZVPD basis set.

Summary:
Maximum force = 0.011 hartree/bohr
Total charge = 0
E_HOMO = -8.9233 eV
Orbital gap = 8.5 eV
Total energy = -1706.9366 a.u.

Last column: Löwdin charge in e.
Element x y z (Å)
C  -3.60  -3.27  -2.42  -0.110
C  -4.01  -1.85  -2.01  -0.248
C  -2.83  -0.98  -1.54  -0.231
C  -2.44  0.12  -2.53  -0.215
C  -1.46  1.11  -1.92  -0.224
C  -0.73  1.98  -2.96  -0.210
C  -0.30  3.35  -2.44  -0.204
C  0.56  3.28  -1.18  -0.212
C  -0.15  3.72  0.11  -0.198
C  0.63  3.33  1.38  -0.199
C  -0.18  2.41  2.30  -0.202
C  -0.35  0.98  1.81  -0.140
C  0.91  0.17  1.66  -0.165
C  2.14  0.52  2.11  -0.030
C  3.29  -0.30  1.89  -0.073
C  3.24  -1.48  1.25  -0.028
C  1.97  -1.91  0.79  -0.354
N  1.68  -3.05  0.15  -0.220
S  0.11  -3.02  -0.14  1.002
N  -0.30  -1.63  0.51  -0.214
C  0.82  -1.09  1.00  -0.305
H  -3.62  -3.94  -1.57  0.066
H  -4.29  -3.67  -3.16  0.064
H  -2.60  -3.28  -2.86  0.065
H  -4.49  -1.36  -2.86  0.095
H  -4.74  -1.93  -1.20  0.098
H  -3.04  -0.52  -0.58  0.107
H  -1.95  -1.62  -1.42  0.048
H  -3.34  0.64  -2.89  0.113
H  -1.96  -0.35  -3.39  0.119
H  -1.99  1.76  -1.22  0.108
H  -0.73  0.56  -1.33  0.093
H  -1.39  2.11  -3.82  0.108
H  0.16  1.46  -3.31  0.113
H  -1.19  3.97  -2.26  0.111
H  0.29  3.82  -3.23  0.103
H  0.95  2.26  -1.04  0.094
H  1.43  3.92  -1.29  0.109
H  -1.16  3.32  0.14  0.095
H  -0.25  4.81  0.06  0.111
H  1.57  2.87  1.06  0.070
H  0.91  4.22  1.94  0.111
H  0.21  2.42  3.32  0.110
H  -1.18  2.84  2.37  0.111
H  -0.99  0.44  2.50  0.128
H  -0.87  0.97  0.85  0.093
H  2.27  1.46  2.62  0.113
H  4.25  0.07  2.23  0.109
H  4.12  -2.09  1.07  0.114
N  -2.41  -6.90  2.90  0.052
C  -1.71  -5.87  2.44  -0.154
C  -2.13  -4.55  2.51  -0.080
C  -3.36  -4.29  3.08  -0.079
C  -4.11  -5.35  3.57  -0.077
C  -3.59  -6.63  3.45  -0.159
H  -0.75  -6.12  2.00  0.102
H  -1.51  -3.76  2.12  0.058
H  -3.73  -3.27  3.15  0.105
H  -5.08  -5.19  4.03  0.099
H  -4.15  -7.48  3.82  0.101
N  4.33  3.10  0.28  0.066
C  5.39  3.87  0.01  -0.153
C  6.17  3.73  -1.13  -0.074
C  5.84  2.74  -2.04  -0.079
C  4.74  1.93  -1.78  -0.063
C  4.03  2.16  -0.61  -0.164
H  5.62  4.63  0.75  0.102
H  7.01  4.39  -1.30  0.100
H  6.42  2.60  -2.94  0.105
H  4.45  1.15  -2.46  0.103
H  3.16  1.55  -0.37  0.085


2.
This record from OMol25 describes a 14-piece molecular cluster, C4H36NO14S overall. The level of theory is ωB97M-V with the def2-TZVPD basis set.

Summary:
Maximum force = 0.018 hartree/bohr
Total charge = -1
E_HOMO = -6.5302 eV
Energy relative to the best compared isomer or geometry (same formula, charge and spin) = 0.00 kJ/mol
Orbital gap = 9.1 eV
Total energy = -1680.4829 a.u.

Last column: Löwdin charge in e.
Element x y z (Å)
C  0.14  0.16  0.40  -0.245
O  1.11  0.57  1.33  -0.357
C  -1.13  1.08  0.45  -0.358
C  -2.39  0.25  0.38  -0.241
C  -3.67  1.07  0.32  -0.537
S  -3.94  1.88  -1.30  0.701
N  -1.17  1.96  1.63  0.045
H  0.57  0.19  -0.61  0.099
H  -0.12  -0.89  0.60  0.083
H  -1.06  1.77  -0.39  0.087
H  -2.34  -0.41  -0.50  0.092
H  -2.42  -0.43  1.23  0.111
H  -3.69  1.85  1.08  0.057
H  -4.56  0.45  0.51  0.068
H  -3.05  2.87  -1.19  -0.179
H  -1.59  1.47  2.41  0.074
H  -0.24  2.22  1.91  0.069
H  -0.30  -2.12  2.49  0.008
H  -1.49  -2.83  1.81  0.051
O  -0.56  -2.94  2.01  -0.061
H  -1.48  3.68  0.61  0.006
H  -0.31  4.29  -0.14  0.022
O  -1.27  4.26  -0.15  -0.094
H  2.16  -1.51  3.21  0.035
H  2.36  -0.45  2.15  0.016
O  2.85  -1.15  2.65  -0.068
H  -0.09  -2.50  -1.37  0.030
H  -0.57  -2.79  -2.84  0.074
O  -0.70  -2.18  -2.11  -0.086
H  0.35  1.75  -2.62  0.012
H  -0.49  3.00  -2.15  0.025
O  0.41  2.68  -2.30  -0.078
H  -2.46  -2.40  -1.67  -0.022
H  -3.86  -1.77  -1.94  0.022
O  -3.42  -2.55  -1.59  -0.086
H  1.30  2.75  -0.73  -0.014
H  1.51  2.06  0.67  0.004
O  1.82  2.84  0.09  -0.117
H  1.25  -0.22  -3.13  0.012
H  -0.15  -0.63  -2.84  0.008
O  0.33  0.12  -3.26  -0.105
H  3.08  -0.39  -1.81  0.014
H  2.47  -1.77  -2.02  0.036
O  2.70  -0.97  -2.51  -0.064
H  3.25  -2.07  1.25  0.014
H  3.86  -1.70  -0.11  0.021
O  3.47  -2.45  0.36  -0.074
H  0.56  0.03  2.60  0.019
H  -0.17  -0.05  4.03  0.041
O  0.16  -0.62  3.34  -0.133
H  1.83  -3.06  -0.06  0.018
H  0.46  -3.16  0.60  0.019
O  0.90  -3.26  -0.29  -0.090
H  2.83  0.26  0.32  0.025
H  3.41  1.36  -0.49  0.059
O  3.54  0.40  -0.33  -0.068


3.
This record from OMol25 describes one molecule with the formula C2H2ClNS. The level of theory is ωB97M-V with the def2-TZVPD basis set.

Summary:
Maximum force = 0.060 hartree/bohr
Total charge = 0
E_HOMO = -9.4131 eV
Energy relative to the best compared isomer or geometry (same formula, charge and spin) = 38.66 kJ/mol
Orbital gap = 8.4 eV
Total energy = -990.4843 a.u.

Last column: Löwdin charge in e.
Element x y z (Å)
H  -0.02  -0.89  1.04  0.095
N  0.76  -0.58  0.39  0.089
C  0.57  -0.16  -0.77  -0.428
C  1.73  0.17  -1.60  -1.279
S  1.79  -0.70  -2.93  0.763
Cl  2.92  1.06  -0.79  0.696
H  -0.31  -0.17  -1.29  0.064